{
  "formula": "C5H12N2S",
  "method": "ωB97M-V/def2-TZVPD",
  "orbital_gap_ha": 0.3504,
  "relative_energy_kcal_mol": 22.9,
  "lumo_energy_ha": 0.0307,
  "homo_ev": -8.70,
  "total_charge": 0,
  "smiles": "NC[C@@H]1NC[C@@H]1CS",
  "energy_ha": -705.356273,
  "elements": ["C", "C", "C", "C", "C", "H", "H", "H", "H", "H", "H", "H", "H", "H", "H", "H", "H", "N", "N", "S"],
  "positions_angstrom": [[0.461, 1.387, -0.506], [1.043, 0.199, 0.286], [0.763, -1.775, -0.552], [0.163, -1.077, 0.681], [-1.367, -0.941, 0.868], [-0.173, 2.531, 1.045], [-0.939, 2.920, -0.417], [1.284, 1.989, -0.956], [-0.029, 0.930, -1.386], [1.575, 0.563, 1.138], [2.070, -0.305, -1.433], [1.229, -2.729, -0.331], [0.078, -1.905, -1.386], [0.549, -1.526, 1.595], [-1.580, -0.099, 1.527], [-1.730, -1.838, 1.374], [-2.264, 0.782, -0.509], [-0.552, 2.170, 0.174], [1.765, -0.734, -0.565], [-2.344, -0.541, -0.646]],
  "atomic_forces_ev_per_a": [[-0.4, -0.9, -1.4], [-1.4, -0.8, 0.0], [0.0, -0.4, 0.8], [-1.3, 1.1, -0.2], [0.6, 0.5, -0.2], [-0.3, 0.3, -0.2], [0.6, -0.5, 0.6], [-0.1, -0.3, 0.6], [0.1, 0.2, 0.2], [0.8, 0.3, 0.6], [0.0, -0.5, -0.1], [-0.1, -0.4, 0.0], [0.0, 0.4, -0.3], [0.2, 0.2, 0.0], [0.1, -0.1, 0.1], [-0.3, 0.0, -0.4], [0.1, 0.2, 0.1], [-0.1, 0.3, 0.3], [1.6, 1.2, -0.9], [0.0, -0.8, 0.3]],
  "nbo_charge": [-0.245, -0.042, -0.227, -0.214, -0.511, 0.362, 0.373, 0.169, 0.193, 0.168, 0.355, 0.181, 0.190, 0.212, 0.232, 0.222, 0.146, -0.858, -0.616, -0.088]
}